# 1
Formula: C4H12NO2
Source: OMol25
Level of theory: ωB97M-V with the def2-TZVPD basis set

Last column: Löwdin spin population.
CARTESIAN COORDINATES (ANGSTROEM)
O 0.615 -1.281 2.373  0.350
C 1.660 -1.296 1.631  0.460
C 1.599 -0.814 0.186  0.103
N 0.300 -0.146 0.155  -0.001
C -0.851 -0.908 -0.450  0.003
C -2.160 -0.088 -0.378  0.000
H 2.543 -1.818 2.088  0.031
H 2.441 -0.288 -0.221  0.015
H 1.631 -1.725 -0.456  0.036
H 0.313 0.794 -0.276  0.000
H 0.094 0.132 1.173  -0.001
H -1.082 -1.787 0.166  0.001
H -0.782 -1.183 -1.507  0.002
H -2.149 0.778 -1.057  0.000
H -2.437 0.116 0.647  0.000
H -2.982 -0.758 -0.692  0.000
H 0.130 3.866 -0.547  0.000
H 0.934 3.347 -1.695  0.000
O 0.183 3.060 -1.141  0.000

Results
**Charge**: 0
**Calculated total energy**: -364.70070 a.u.
**Spin multiplicity**: 2
**Kohn-Sham gap (alpha / beta)**: 4.02 / 7.77 eV
**Max |F|**: 0.05525 Eh/bohr
**E_HOMO (alpha / beta)**: -3.90 / -7.66 eV
**ΔE to the lowest compared entry with this formula, charge and spin**: 155.24 kJ/mol



# 2
Formula: C9H22ClDyIO2P
Source: OMol25
Level of theory: ωB97M-V with the def2-TZVPD basis set

Last column: Löwdin spin population.
CARTESIAN COORDINATES (ANGSTROEM)
C 2.444 -1.651 -0.622  0.000
I 3.022 0.796 0.803  0.000
H 1.396 -1.377 -0.847  0.000
H 2.525 -2.015 0.414  0.000
H 2.727 -2.502 -1.260  0.000
Dy -1.961 0.493 0.389  5.039
P -0.524 0.693 -2.165  -0.004
C 1.066 1.099 -2.982  -0.001
C -0.924 -0.728 -3.257  0.003
H -2.621 1.840 -2.792  0.000
H -1.431 1.785 -4.138  0.000
H -1.210 2.953 -2.784  0.000
C -1.556 1.944 -3.053  0.000
H -1.842 -1.202 -2.901  0.000
H -1.056 -0.366 -4.286  0.001
H 0.915 1.117 -4.071  0.000
H 1.862 0.380 -2.765  0.000
H -0.097 -1.446 -3.229  0.000
H 1.404 2.088 -2.662  0.000
C 3.405 -0.537 -0.811  0.000
O 4.252 -0.377 -1.650  0.000
Cl -3.431 -1.344 -0.327  -0.008
C 0.652 -1.734 3.086  0.000
C -0.705 -1.519 2.450  -0.001
O -0.931 -0.128 2.146  -0.021
C -0.608 0.842 3.231  -0.001
C -1.600 1.980 3.120  -0.006
H 1.438 -1.612 2.333  0.000
H 0.694 -2.760 3.466  0.000
H 0.857 -1.068 3.933  0.000
H -0.803 -2.067 1.511  0.000
H -1.527 -1.816 3.108  0.000
H -0.688 0.270 4.161  0.000
H 0.446 1.133 3.104  0.000
H -2.641 1.593 3.104  -0.001
H -1.551 2.635 4.008  0.000
H -1.399 2.609 2.237  -0.002

Results
**Charge**: +2
**Calculated total energy**: -2490.32565 a.u.
**Spin multiplicity**: 6
**Kohn-Sham gap (alpha / beta)**: 7.10 / 6.36 eV
**Max |F|**: 0.05257 Eh/bohr
**E_HOMO (alpha / beta)**: -15.45 / -15.45 eV
**ΔE to the lowest compared entry with this formula, charge and spin**: 55.38 kJ/mol



# 3
Formula: C16H20N2OPTc
Source: OMol25
Level of theory: ωB97M-V with the def2-TZVPD basis set

Last column: Löwdin spin population.
CARTESIAN COORDINATES (ANGSTROEM)
C -3.012 -2.894 -0.840  -0.117
C -3.720 -2.607 -2.176  -0.140
C -4.518 -1.447 -2.098  0.003
C -4.398 -0.947 -0.742  -0.174
C -3.566 -1.819 0.016  0.079
Tc -1.185 -2.663 0.727  2.961
P -0.131 -4.388 -0.180  0.109
H -3.073 -3.955 -0.544  0.022
H -3.687 -3.275 -3.052  -0.006
H -5.114 -0.991 -2.883  0.003
H -3.622 -1.973 1.143  0.016
H -4.889 -0.051 -0.370  -0.010
H 0.935 -4.176 -1.113  0.017
H -0.946 -5.215 -1.026  0.024
H 0.493 -5.456 0.592  0.000
C 3.263 2.293 1.013  0.001
N 2.603 1.028 0.738  0.008
N 1.296 0.872 0.423  0.013
C 0.987 -0.476 0.506  0.025
O -0.220 -0.959 0.553  0.147
C 2.210 -1.138 0.751  0.011
C 3.168 -0.175 0.952  -0.001
C 4.593 -0.327 1.320  0.000
C 0.466 1.984 0.090  0.000
C 0.955 3.031 -0.703  0.001
C 0.168 4.175 -0.931  0.000
C -1.124 4.249 -0.368  0.001
C -1.612 3.180 0.401  0.000
C -0.825 2.046 0.619  0.001
H 2.543 3.126 1.028  0.000
H 4.023 2.517 0.251  0.000
H 3.744 2.264 1.997  0.000
H 2.300 -2.206 0.845  0.003
H 5.270 0.127 0.578  0.000
H 4.830 0.112 2.303  0.000
H 4.830 -1.400 1.377  0.000
H 1.952 2.977 -1.152  0.000
H 0.550 4.987 -1.538  0.000
H -1.731 5.141 -0.530  0.000
H -2.613 3.228 0.820  0.000
H -1.193 1.201 1.202  0.000

Results
**Charge**: +1
**Calculated total energy**: -1228.14568 a.u.
**Spin multiplicity**: 4
**Kohn-Sham gap (alpha / beta)**: 6.12 / 7.04 eV
**Max |F|**: 0.06110 Eh/bohr
**E_HOMO (alpha / beta)**: -10.38 / -10.47 eV
**ΔE to the lowest compared entry with this formula, charge and spin**: 329.99 kJ/mol



# 4
Formula: C3H5NO4
Source: OMol25
Level of theory: ωB97M-V with the def2-TZVPD basis set

Last column: Mulliken charge in e.
CARTESIAN COORDINATES (ANGSTROEM)
C -1.215 0.408 0.033  0.218
C -0.046 -0.459 0.283  0.476
C 1.355 0.092 0.005  0.566
H -1.889 -1.593 -0.798  0.348
H -3.120 -0.252 -0.573  0.301
H 0.022 -0.195 1.454  0.145
H 0.847 -1.863 -0.104  0.386
H 0.278 1.662 -0.465  0.506
N -2.387 -0.568 0.025  -0.641
O -1.215 1.604 -0.082  -0.566
O -0.126 -1.617 0.021  -0.511
O 1.425 1.362 0.056  -0.563
O 2.417 -0.602 -0.197  -0.664

Results
**Charge**: 0
**Calculated total energy**: -472.87920 a.u.
**Kohn-Sham gap**: 10.53 eV
**Max |F|**: 0.25052 Eh/bohr
**E_HOMO**: -10.56 eV
**ΔE to the lowest compared entry with this formula, charge and spin**: 499.46 kJ/mol



Q: Which of these has the highest max |F|?
A: C3H5NO4